(1)
{"formula": "C3H6O2S", "method": "ωB97M-V/def2-TZVPD", "species": ["O", "C", "C", "O", "C", "S", "H", "H", "H", "H", "H", "H"], "xyz": [[-0.444414, 1.744224, -1.321346], [-0.347277, 0.401144, -0.908406], [-0.849782, 0.118374, 0.437093], [-1.296732, 1.158163, 1.283998], [0.630614, -0.035734, 0.211435], [1.114440, -1.736139, 0.106628], [0.405348, 1.946756, -1.792546], [-0.537410, -0.373415, -1.677474], [-1.381518, -0.776789, 0.650221], [-1.638883, 1.976077, 0.836425], [1.208153, 0.749107, 0.722425], [1.441121, -1.865314, 1.412972]], "atomic_forces_ev_per_a": [[1.6, -0.4, -0.5], [0.3, -0.4, -0.5], [-0.7, 1.4, 1.2], [-0.2, 0.8, -0.4], [-0.9, 0.9, -0.1], [0.9, -0.1, 0.2], [-1.2, -0.1, 0.6], [0.1, 0.7, 0.3], [-0.4, -0.6, -0.1], [0.7, -1.5, 0.0], [0.1, -0.6, -0.5], [-0.2, -0.1, -0.3]], "lowdin_charge": [-0.01, -0.33, -0.37, -0.02, -0.55, 0.77, 0.13, 0.15, 0.12, 0.12, 0.13, -0.12], "total_energy_ha": -666.51183, "total_charge": 0, "smiles": "O[C@@H]1[C@H](O)[C@H]1S"}

***

(2)
{"formula": "C7H40O13", "method": "ωB97M-V/def2-TZVPD", "species": ["C", "O", "H", "H", "H", "H", "C", "C", "O", "H", "H", "H", "H", "H", "H", "C", "C", "O", "H", "H", "H", "H", "H", "H", "C", "C", "O", "H", "H", "H", "H", "H", "H", "O", "H", "H", "O", "H", "H", "O", "H", "H", "O", "H", "H", "O", "H", "H", "O", "H", "H", "O", "H", "H", "O", "H", "H", "O", "H", "H"], "xyz": [[-0.592579, 1.053439, 0.677657], [0.653511, 1.722819, 0.281657], [-0.390519, 0.404639, 1.529896], [-1.337259, 1.802939, 0.945607], [-0.989519, 0.339229, -0.043753], [0.828311, 1.535869, -0.643603], [0.371921, -6.835061, -1.591113], [1.738951, -6.920381, -2.306963], [2.827051, -6.440131, -1.523684], [0.292911, -7.280501, -0.599424], [-0.451649, -7.360641, -2.074423], [-0.012419, -5.844651, -1.347283], [1.744261, -6.447901, -3.289223], [1.848351, -7.994681, -2.455374], [3.550231, -7.015081, -1.784513], [1.512101, -6.102231, 4.289687], [1.738591, -4.670881, 4.056337], [2.923331, -4.685751, 3.375307], [1.636971, -6.704601, 3.389866], [0.473941, -6.217171, 4.601316], [2.168651, -6.506261, 5.060267], [1.771751, -4.101651, 4.985296], [1.083631, -4.161451, 3.349497], [2.793241, -5.017551, 2.483916], [-2.162059, 7.754049, 0.613017], [-2.269399, 9.072839, -0.174404], [-1.310319, 8.941319, -1.125553], [-2.199669, 6.956549, -0.129053], [-3.031319, 7.693989, 1.267897], [-1.214949, 7.727539, 1.151896], [-2.111219, 9.900249, 0.517307], [-3.197719, 9.268739, -0.711004], [-1.620879, 8.314299, -1.782833], [-5.898329, 0.831539, -1.806793], [-5.987689, -0.019391, -2.235933], [-5.692459, 1.438449, -2.517774], [-2.759059, -2.299441, 6.522317], [-3.292149, -2.030581, 5.774147], [-2.365349, -1.487141, 6.840737], [-0.178039, 4.938729, -5.393303], [0.160091, 5.312049, -6.207264], [0.327191, 5.369339, -4.703704], [2.192061, 2.776359, 4.299067], [2.902941, 3.277179, 3.898986], [1.773071, 2.326349, 3.565477], [-5.790429, 0.250399, 3.286217], [-6.729269, 0.134839, 3.139727], [-5.482559, 0.719819, 2.510907], [6.395301, -2.247521, -0.808453], [5.603901, -1.903351, -1.222554], [6.411101, -3.172831, -1.052953], [-0.930819, -1.856301, -5.900643], [-1.565529, -1.691201, -5.203414], [-1.377879, -1.583191, -6.701753], [2.837291, 6.371869, -1.588924], [2.124871, 6.968099, -1.358313], [2.829101, 5.709549, -0.897913], [2.636821, 0.010359, -4.074284], [2.533361, -0.884661, -4.397513], [2.256231, 0.558769, -4.760303]], "atomic_forces_ev_per_a": [[1.0, 0.0, 0.0], [-1.2, -0.7, 0.3], [0.2, 0.3, 0.3], [0.0, -0.1, -0.1], [0.1, 0.4, -0.5], [0.0, -0.1, 0.0], [-0.5, 0.6, 0.7], [-1.2, -0.8, 0.6], [-0.3, -0.1, -0.1], [1.0, -0.4, 0.1], [0.3, 0.1, -0.8], [0.3, 0.4, -0.6], [-0.3, 0.2, 0.0], [0.3, -0.1, -0.3], [0.3, 0.2, 0.3], [-2.3, -1.3, 0.9], [-0.5, 0.1, -0.9], [3.8, 1.5, -0.8], [0.0, 0.2, -0.1], [-0.2, -0.5, 0.3], [0.0, 0.1, 0.0], [0.4, 0.1, -0.1], [-1.2, -0.2, 0.6], [-0.1, 0.0, 0.1], [-1.5, 0.8, -0.1], [-0.9, -1.2, 1.4], [2.6, 1.1, -2.2], [0.0, -0.3, 0.3], [0.2, -0.5, 0.4], [-0.2, 0.0, 0.0], [0.4, 0.3, -0.4], [-0.7, -0.3, 0.6], [0.1, 0.0, 0.0], [0.0, 0.0, 0.2], [0.0, -0.2, -0.1], [0.0, 0.2, -0.2], [0.0, -0.2, 0.1], [-0.2, 0.1, -0.2], [0.1, 0.2, 0.1], [-0.2, -0.2, 0.0], [0.1, 0.1, -0.2], [0.2, 0.1, 0.2], [-0.1, 0.0, 0.3], [0.2, 0.1, -0.1], [-0.1, -0.1, -0.2], [0.2, -0.1, 0.2], [-0.2, 0.0, 0.0], [0.1, 0.1, -0.2], [0.2, 0.1, 0.1], [-0.2, 0.1, -0.1], [0.0, -0.2, 0.0], [0.2, -0.1, 0.0], [-0.1, 0.0, 0.2], [-0.1, 0.1, -0.2], [0.1, 0.0, -0.2], [-0.2, 0.2, 0.1], [0.0, -0.2, 0.2], [0.1, 0.1, 0.3], [-0.1, -0.2, -0.1], [-0.1, 0.2, -0.2]], "lowdin_charge": [-0.13, -0.14, 0.07, 0.07, 0.07, 0.06, -0.09, -0.31, -0.08, 0.07, 0.07, 0.06, 0.11, 0.10, 0.08, -0.11, -0.37, -0.08, 0.08, 0.07, 0.08, 0.12, 0.11, 0.09, -0.08, -0.36, -0.08, 0.07, 0.07, 0.08, 0.11, 0.11, 0.09, -0.05, 0.03, 0.03, -0.05, 0.03, 0.03, -0.06, 0.03, 0.03, -0.05, 0.03, 0.02, -0.05, 0.03, 0.03, -0.05, 0.03, 0.03, -0.05, 0.03, 0.03, -0.05, 0.02, 0.03, -0.06, 0.03, 0.03], "total_energy_ha": -1268.65884, "total_charge": 0}

***

(3)
{"formula": "ClHN2O", "method": "ωB97M-V/def2-TZVPD", "species": ["N", "N", "O", "Cl", "H"], "xyz": [[0.653260, -0.092454, 0.901772], [-0.027982, -0.935113, 1.180118], [-0.682309, -1.859063, 1.508320], [0.662346, 1.408257, -1.759805], [-0.605315, 1.478374, -1.830406]], "atomic_forces_ev_per_a": [[8.9, 8.7, -2.2], [-7.4, -4.6, 0.6], [-1.4, -4.2, 1.9], [0.2, 0.1, -0.2], [-0.2, 0.0, 0.0]], "lowdin_charge": [0.12, -0.29, 0.15, 0.28, -0.26], "total_energy_ha": -645.26729, "total_charge": 0, "multiplicity": 3}

***

(4)
{"formula": "C29H53B2F8N2O17S5", "method": "ωB97M-V/def2-TZVPD", "species": ["C", "C", "O", "O", "C", "C", "C", "C", "C", "C", "N", "C", "S", "C", "B", "O", "N", "C", "C", "C", "B", "O", "O", "C", "S", "O", "O", "C", "F", "F", "C", "F", "F", "F", "C", "C", "C", "O", "C", "F", "F", "F", "H", "H", "H", "H", "H", "H", "H", "H", "H", "H", "H", "H", "H", "H", "H", "H", "H", "H", "H", "H", "H", "H", "H", "H", "H", "H", "H", "H", "H", "O", "S", "O", "O", "C", "C", "C", "H", "H", "H", "H", "H", "H", "H", "H", "O", "S", "O", "O", "C", "C", "C", "H", "H", "H", "H", "H", "H", "H", "H", "O", "S", "O", "O", "C", "C", "C", "H", "H", "H", "H", "H", "H", "H", "H"], "xyz": [[4.217889, 2.276887, 2.197134], [4.256920, 2.497112, 0.550895], [3.778398, 3.674096, 0.105937], [4.805620, 1.446695, -0.346537], [3.803119, 1.083642, -1.387426], [3.742144, -0.552898, -1.643650], [2.375258, -1.234358, -0.962036], [2.464268, -0.918621, 0.659195], [1.598820, -1.947719, 1.596903], [0.033614, -1.460994, 1.866874], [-0.508485, -0.665115, 0.669466], [-0.471289, 0.844047, 0.712747], [0.225381, 1.896118, 2.140651], [-1.020292, 1.720852, -0.555371], [-0.986548, 3.395886, -0.507817], [0.354797, 4.012645, -0.472097], [-2.231633, 4.273756, -0.456274], [-2.340464, 4.981150, 0.910409], [-2.072841, 5.429182, -1.439473], [-1.602167, 0.955270, -1.882907], [-2.071139, 1.958297, -3.112194], [-1.198666, 2.089477, -4.299866], [-3.357882, 2.719685, -3.091382], [-1.659129, -0.700394, -1.915954], [-2.336396, -1.629719, -3.393431], [-2.979529, -3.027916, -3.036078], [-3.447715, -0.914059, -4.196725], [-0.812593, -2.079944, -4.456000], [0.393273, -1.467462, -3.809313], [-0.604994, -3.560963, -4.368353], [-0.991847, -1.694499, -6.038839], [-1.079722, -0.228931, -6.232215], [-2.130973, -2.454844, -6.602024], [0.246286, -2.213370, -6.732708], [-1.042418, -1.448092, -0.550083], [-0.994687, -3.099482, -0.555239], [-2.339589, -3.830893, 0.013871], [-1.924536, -4.801581, 1.052930], [-3.512618, -2.839224, 0.574558], [-4.169247, -2.001725, -0.492422], [-3.126549, -2.024186, 1.765108], [-4.617555, -3.745947, 1.067168], [4.478812, 1.150636, 2.475671], [5.040666, 2.939852, 2.734526], [3.181325, 2.566174, 2.678903], [2.776613, 1.535299, -1.015583], [4.109279, 1.689881, -2.352031], [4.683480, -1.017205, -1.121181], [3.766817, -0.712816, -2.808165], [1.472551, -0.705492, -1.500946], [2.360404, -2.418760, -1.111253], [2.259211, 0.218710, 0.844455], [3.609431, -1.092039, 0.949286], [1.691487, -3.047811, 1.209651], [2.116075, -1.935013, 2.672667], [0.052921, -0.859629, 2.868487], [-0.624337, -2.428787, 2.103271], [-0.369070, 1.334979, 3.283612], [1.012410, 3.528141, -1.054532], [-3.213942, 5.766524, 0.879910], [-2.630014, 4.162729, 1.695038], [-1.364061, 5.563967, 1.198710], [-1.760163, 6.444570, -0.912411], [-1.285166, 5.209436, -2.291691], [-3.115128, 5.630077, -1.972490], [-1.579656, 2.856600, -4.824402], [-3.751404, 2.716085, -2.155141], [-0.782572, -3.401298, -1.691250], [-0.078332, -3.551867, 0.043449], [-2.835994, -4.478920, -0.857024], [-2.010656, -5.739980, 0.660449], [-7.154080, 4.603300, -1.373442], [-7.701996, 4.450424, -0.041129], [-6.899962, 4.645093, 1.147142], [-8.447885, 3.004724, 0.060415], [-7.709904, 1.833603, -0.257500], [-6.754800, 1.457533, 0.860120], [-9.152922, 5.462774, 0.093384], [-7.179996, 1.954756, -1.207976], [-8.434969, 1.024753, -0.394994], [-5.964057, 2.204725, 0.970113], [-6.280958, 0.492946, 0.657164], [-7.282449, 1.401416, 1.818075], [-9.787065, 5.295741, -0.779551], [-8.832589, 6.506302, 0.128484], [-9.679695, 5.207167, 1.014568], [5.258714, 2.915508, 5.132016], [5.696816, 3.537574, 6.364794], [6.866547, 4.386898, 6.424128], [5.820300, 2.393228, 7.518890], [6.642459, 1.261887, 7.271239], [8.114728, 1.604206, 7.405282], [4.329346, 4.421796, 7.069286], [6.423504, 0.830444, 6.288997], [6.381996, 0.505904, 8.019243], [8.431324, 2.294970, 6.618973], [8.730664, 0.703549, 7.330541], [8.312848, 2.093438, 8.364784], [3.448038, 3.777325, 7.066832], [4.147761, 5.305657, 6.453971], [4.588981, 4.726045, 8.084878], [2.927578, -7.088324, -1.547623], [2.397387, -7.869747, -2.646221], [3.256431, -8.550178, -3.590785], [1.325870, -6.960618, -3.472083], [1.747815, -5.703004, -3.979604], [2.614604, -5.864109, -5.214695], [1.240326, -9.047326, -1.996106], [2.263792, -5.125378, -3.205654], [0.844342, -5.145509, -4.247554], [3.565994, -6.343350, -4.968004], [2.833905, -4.891457, -5.664140], [2.116831, -6.496384, -5.957455], [0.559831, -8.538291, -1.310639], [1.805436, -9.813747, -1.461274], [0.693886, -9.502174, -2.824309]], "atomic_forces_ev_per_a": [[1.1, -0.9, 0.0], [-1.9, 5.1, -1.2], [2.8, -7.7, 2.1], [-2.7, 1.9, 2.1], [-0.5, 0.7, -0.8], [-0.2, 0.4, 0.4], [1.1, 0.6, 0.2], [0.9, -0.7, -0.5], [0.6, 0.9, 0.9], [1.0, -1.9, 0.9], [-1.5, 1.5, -2.6], [-1.7, -0.4, -3.2], [-1.3, -1.7, -1.0], [-0.2, -4.7, -0.2], [1.6, 1.7, 0.5], [-2.4, -2.3, -1.6], [2.3, 1.0, 0.5], [-0.8, -0.3, 0.9], [-0.3, 1.2, -1.5], [1.5, -2.3, 3.4], [-1.5, 1.4, -2.6], [-3.0, 0.9, 2.9], [3.3, -2.3, 2.1], [2.5, 3.4, 4.8], [-7.4, -3.8, -0.7], [3.7, 4.8, -0.3], [5.2, -0.7, 2.7], [3.1, -1.7, 0.5], [-3.7, -1.8, -2.3], [-0.8, 5.0, -0.3], [1.0, -0.4, -2.5], [0.1, -5.6, 0.6], [4.0, 3.2, 2.1], [-4.3, 2.1, 2.3], [-0.4, 1.8, -1.3], [0.8, 0.6, -0.4], [-0.2, -1.3, -0.9], [-0.8, 0.0, -2.0], [-3.1, -0.7, 1.2], [2.6, -2.5, 3.9], [-1.2, -2.2, -4.2], [3.6, 3.2, -1.6], [-0.6, 2.4, -0.7], [-1.8, -1.3, -1.4], [2.1, -0.5, -1.5], [1.8, -1.1, -0.9], [-0.7, -1.5, 1.8], [-1.7, 0.9, -1.2], [0.0, 0.1, 2.4], [1.5, -1.2, 1.2], [0.0, 2.7, 0.1], [0.2, -2.2, -0.1], [-2.5, 0.4, -0.6], [-0.3, 2.2, 0.6], [-1.2, -0.1, -2.3], [-0.4, -0.7, -2.4], [1.2, 2.4, -0.9], [0.4, 0.1, -1.4], [-0.8, 0.7, 1.3], [1.6, -1.7, -0.1], [0.7, 1.7, -1.2], [-1.7, -1.3, -0.5], [-0.5, -2.2, -1.0], [-1.6, 0.4, 1.7], [2.2, -0.5, 1.2], [0.6, -1.3, 0.6], [0.7, 0.1, -1.9], [-0.8, 0.7, 2.5], [-2.0, 1.3, -1.0], [0.9, 2.0, 1.7], [0.0, 2.3, 0.9], [0.0, -0.3, 1.2], [-0.5, -0.2, 0.0], [-0.2, -0.2, -1.1], [0.0, 1.3, 0.0], [0.6, -0.9, -0.1], [0.3, 0.1, 0.2], [-0.1, -0.1, 0.0], [-0.1, 0.2, 0.1], [-0.1, 0.4, 0.0], [-0.1, -0.1, 0.0], [-0.1, 0.0, 0.0], [0.0, -0.1, -0.2], [0.2, 0.0, 0.1], [0.1, -0.2, 0.0], [0.1, 0.0, -0.1], [0.6, 0.3, 0.6], [0.3, 0.0, 0.8], [-1.0, -0.9, -0.5], [-0.8, 1.2, -0.6], [0.9, -0.9, -0.1], [0.2, 0.2, -0.1], [-0.1, -0.1, 0.1], [-0.1, 0.2, 0.0], [-0.3, 0.3, 0.0], [0.0, -0.1, 0.1], [-0.1, 0.0, 0.0], [-0.1, -0.2, -0.1], [0.2, 0.1, 0.0], [0.2, -0.2, 0.0], [0.0, -0.1, -0.2], [-0.2, -0.4, -1.0], [-0.1, -0.2, -0.3], [-0.5, 0.8, 1.0], [0.1, -1.0, 0.9], [0.4, 0.9, -0.7], [0.3, -0.2, -0.1], [-0.2, 0.1, -0.1], [0.0, -0.2, 0.1], [0.1, -0.5, 0.2], [-0.1, 0.1, 0.0], [-0.1, -0.1, 0.1], [0.0, 0.2, 0.1], [0.1, 0.0, -0.1], [0.1, 0.2, -0.1], [0.1, 0.1, 0.1]], "lowdin_charge": [-0.03, -0.27, -0.03, -0.12, -0.17, -0.14, -0.19, -0.20, -0.15, -0.14, -0.02, -0.30, 0.83, 0.07, -0.48, 0.06, -0.14, -0.10, -0.11, 0.11, -0.45, 0.07, 0.07, -0.08, 0.88, -0.34, -0.28, -0.20, -0.01, 0.00, -0.16, 0.07, 0.07, 0.04, 0.03, -0.05, -0.21, -0.07, -0.16, 0.01, 0.02, 0.01, 0.10, 0.09, 0.07, 0.11, 0.15, 0.13, 0.12, 0.09, 0.13, 0.08, 0.14, 0.11, 0.13, 0.11, 0.14, -0.07, 0.12, 0.12, 0.10, 0.11, 0.11, 0.11, 0.12, 0.14, 0.13, 0.13, 0.13, 0.19, 0.15, -0.29, 0.62, -0.30, -0.26, -0.27, -0.08, -0.12, 0.11, 0.13, 0.06, 0.07, 0.09, 0.08, 0.08, 0.08, -0.31, 0.63, -0.27, -0.26, -0.28, -0.07, -0.12, 0.11, 0.12, 0.07, 0.08, 0.09, 0.07, 0.08, 0.08, -0.30, 0.63, -0.28, -0.27, -0.28, -0.07, -0.12, 0.11, 0.09, 0.07, 0.08, 0.09, 0.07, 0.08, 0.08], "total_energy_ha": -5364.15028, "total_charge": 1}

***

(5)
{"formula": "C2Br2Cl2S2", "method": "ωB97M-V/def2-TZVPD", "species": ["C", "C", "S", "S", "Cl", "Cl", "Br", "Br"], "xyz": [[0.658832, -0.924239, 0.402689], [-0.761401, 1.007523, -0.372104], [-0.336372, 0.339709, 1.265125], [-0.175985, -0.921483, -1.225666], [2.374230, -0.443079, 0.282006], [0.296118, 2.223836, -0.990356], [0.538341, -2.663644, 1.278545], [-2.593763, 1.381375, -0.640238]], "atomic_forces_ev_per_a": [[-0.3, 0.1, -0.2], [0.9, -2.9, -0.9], [0.1, -0.1, -0.3], [-0.6, 2.4, 1.4], [-0.1, -0.2, 0.1], [0.0, 0.3, 0.0], [0.1, 0.3, -0.1], [0.0, 0.1, 0.0]], "lowdin_charge": [-1.88, -1.71, 0.66, 0.63, 0.48, 0.55, 0.60, 0.67], "total_energy_ha": -6940.93767, "total_charge": 0}

***

(6)
{"formula": "C2H9NO", "method": "ωB97M-V/def2-TZVPD", "species": ["C", "O", "C", "H", "H", "H", "H", "H", "H", "N", "H", "H", "H"], "xyz": [[0.619196, -0.342144, 1.659842], [0.320174, -0.480429, 0.293613], [1.415688, -0.258749, -0.556368], [1.054827, -1.262956, 2.060028], [-0.312950, -0.140786, 2.187660], [1.323473, 0.469667, 1.834815], [1.601328, 0.812605, -0.680797], [1.196732, -0.742724, -1.507128], [2.333934, -0.696170, -0.160782], [-2.227009, 0.776724, -1.250919], [-1.333953, 0.352335, -1.028572], [-2.163305, 1.296968, -2.116232], [-2.414297, 1.415743, -0.486886]], "atomic_forces_ev_per_a": [[-0.1, -0.1, 0.1], [-0.3, -0.1, -0.1], [0.2, -0.1, 0.1], [0.1, 0.0, 0.0], [0.1, 0.0, 0.0], [0.0, 0.2, 0.1], [-0.1, 0.0, -0.2], [0.0, 0.2, -0.1], [0.1, -0.2, 0.1], [-0.1, -0.1, 0.2], [0.0, 0.0, -0.1], [0.1, 0.1, 0.1], [-0.1, 0.1, -0.2]], "lowdin_charge": [-0.12, -0.26, -0.13, 0.09, 0.09, 0.08, 0.09, 0.09, 0.08, 0.02, -0.03, 0.00, 0.00], "total_energy_ha": -211.55832, "total_charge": 0, "smiles": "COC.N"}

***

Q: What is the formula in the sixth record?
A: C2H9NO